Molecular formula: C49H60InO3
Method: DFT, the ωB97M-V functional and the def2-TZVPD basis

Geometry as XYZ:
```
113
C49H60InO3 | the OMol25 dataset | the ωB97M-V functional and the def2-TZVPD basis
C -1.77377 2.52938 -0.29184
C -3.13583 2.73449 0.32836
O -3.67697 1.50848 0.79125
C -3.53882 1.29186 2.18010
C -3.75950 -0.18413 2.43015
O -3.63130 -0.56012 3.78029
C -2.34639 -0.42442 4.37973
C -1.26431 -1.27860 3.76374
O -1.26569 -2.54663 4.35734
C -0.14695 -3.33582 3.89265
In 1.87247 -2.55311 4.50045
H -1.83865 1.73520 -1.03421
H -1.43961 3.44412 -0.78392
H -1.02236 2.25603 0.44797
H -3.83647 3.13892 -0.40326
H -3.08205 3.45083 1.15571
H -4.27239 1.89177 2.73186
H -2.53795 1.58932 2.51208
H -3.08685 -0.75876 1.78714
H -4.77541 -0.45902 2.14889
H -2.48117 -0.75515 5.40749
H -2.04048 0.62617 4.40497
H -1.42215 -1.37699 2.67895
H -0.28788 -0.79772 3.89242
H -0.24372 -3.46814 2.80254
H -0.29563 -4.32527 4.33012
H 1.74686 -2.10880 6.21215
H 2.21829 -1.08102 3.54022
H 3.09986 -3.79605 4.27643
C -5.62522 -4.77543 1.52042
C -5.14502 -3.87465 2.46183
C -3.79488 -3.85721 2.78391
C -2.92325 -4.73855 2.15922
C -3.40206 -5.63897 1.21689
C -4.75342 -5.65864 0.89794
H -6.67905 -4.78825 1.26972
H -5.82069 -3.18067 2.94651
H -3.41414 -3.15142 3.51402
H -1.86992 -4.71451 2.41163
H -2.72053 -6.32480 0.72880
H -5.12688 -6.36126 0.16294
C 4.55863 -6.10541 0.42499
C 4.25208 -5.10068 -0.48222
C 3.01857 -4.46748 -0.42278
C 2.09302 -4.83862 0.54192
C 2.39987 -5.84187 1.44903
C 3.63258 -6.47499 1.39001
H 5.52441 -6.59399 0.38597
H 4.97800 -4.80500 -1.22962
H 2.78058 -3.67734 -1.12388
H 1.13595 -4.33611 0.59991
H 1.68364 -6.11420 2.21290
H 3.87570 -7.24901 2.10664
C 2.94872 2.03476 1.17683
C 1.83632 2.42920 1.90634
C 1.43928 3.75899 1.90351
C 2.14933 4.69748 1.16727
C 3.25701 4.30185 0.43080
C 3.65748 2.97209 0.43817
H 3.25462 0.99663 1.19349
H 1.28868 1.68666 2.47374
H 0.56853 4.06462 2.47076
H 1.83359 5.73331 1.15686
H 3.80285 5.03091 -0.15656
H 4.52423 2.66364 -0.13429
C 4.71881 6.13152 -2.97442
C 4.62848 7.22925 -3.81900
C 5.72214 8.06867 -3.98309
C 6.90447 7.81218 -3.30159
C 6.99499 6.71530 -2.45567
C 5.90225 5.87568 -2.29835
H 3.86567 5.47831 -2.83912
H 3.70425 7.43298 -4.34529
H 5.65164 8.92678 -4.63941
H 7.75520 8.46968 -3.42800
H 7.91410 6.51550 -1.92026
H 5.96406 5.01758 -1.64049
C -0.83209 -5.85387 8.30759
C -1.01216 -5.74733 6.93568
C -1.10355 -6.89531 6.16132
C -1.02048 -8.14651 6.75646
C -0.84324 -8.25196 8.12913
C -0.74776 -7.10429 8.90425
H -0.75094 -4.95732 8.90850
H -1.07121 -4.77278 6.46686
H -1.23648 -6.80879 5.09020
H -1.09083 -9.04065 6.14939
H -0.77586 -9.22789 8.59408
H -0.60251 -7.18490 9.97456
C -0.28173 2.84555 -4.52723
C -0.38253 3.88584 -5.44106
C 0.70450 4.71812 -5.67052
C 1.89422 4.50428 -4.98863
C 1.99634 3.46143 -4.07776
C 0.90741 2.63353 -3.84365
H -1.13146 2.20003 -4.34406
H -1.31096 4.05284 -5.97292
H 0.62190 5.53415 -6.37749
H 2.74330 5.15370 -5.16313
H 2.92388 3.29468 -3.54437
H 0.98498 1.82742 -3.12565
C -4.41818 3.34537 -8.72040
C -3.17457 3.04196 -8.18450
C -2.02804 3.20494 -8.94917
C -2.12594 3.67481 -10.25145
C -3.36908 3.97959 -10.78811
C -4.51526 3.81399 -10.02307
H -5.31114 3.21680 -8.12236
H -3.09905 2.67571 -7.16833
H -1.05947 2.96557 -8.52843
H -1.23203 3.80296 -10.84839
H -3.44486 4.34666 -11.80373
H -5.48494 4.05029 -10.44234
```

As for the spin multiplicity: 1. The value obtained for the HOMO energy is -0.1687 hartree. The maximum force comes out at 0.00699 hartree/bohr. As for the net charge: -1. The total energy comes out at -63099.755 eV. The LUMO energy is 1.94 eV. For the orbital gap, the calculation gives 0.240 hartree.

***

Molecular formula: C49H60N6O2SSeTc
Method: DFT, the ωB97M-V functional and the def2-TZVPD basis

Geometry as XYZ:
```
120
C49H60N6O2SSeTc | the OMol25 dataset | the ωB97M-V functional and the def2-TZVPD basis
Tc -0.09337 0.73851 -0.69086
C -1.77183 -1.90362 1.66538
C -1.23225 -0.57912 2.18524
C -2.37350 0.18178 2.87859
C -0.05142 -0.76241 3.12145
C -0.13640 -1.83156 4.00607
C 0.83244 -2.04415 4.96829
C 1.84106 -1.11421 5.08645
C 1.94535 0.00869 4.25561
C 3.04123 0.95981 4.74772
C 2.73060 2.45910 4.63845
C 4.42351 0.49932 4.24059
C 1.03960 0.13652 3.17797
N 1.03223 1.21233 2.18423
C 0.11774 2.17721 2.46983
O -0.16233 2.47830 3.62566
C -0.68710 2.85677 1.39005
C -1.21655 4.08285 1.75039
C -2.16539 4.70429 0.96106
C -2.61128 4.01636 -0.14403
C -2.05485 2.78588 -0.45453
N -1.04548 2.22152 0.24425
C -2.51774 2.10230 -1.68901
O -3.34169 2.68155 -2.37124
N -1.82026 -0.29510 -1.23898
C -2.61497 -1.44583 -1.46833
C -4.03602 -1.25225 -1.47469
C -4.88431 -2.24558 -1.94195
C -4.41329 -3.49150 -2.30980
C -3.07613 -3.75434 -2.09402
C -2.17307 -2.78566 -1.66227
C -0.74399 -3.26016 -1.50881
C -0.63372 -4.48573 -0.58792
C -0.16475 -3.63799 -2.87806
C -4.70458 -0.03298 -0.84981
C -5.62746 0.70350 -1.82505
C -5.49756 -0.46657 0.39394
H -2.41180 -1.72500 0.80764
H -2.36990 -2.42565 2.41656
H -0.95403 -2.55269 1.35544
H -0.91594 0.00061 1.31535
H -2.82655 -0.46126 3.63876
H -3.14440 0.44699 2.14674
H -2.02969 1.08988 3.36939
H -0.99161 -2.49287 3.95693
H 0.76588 -2.88747 5.64662
H 2.56898 -1.23082 5.88355
H 3.08024 0.78647 5.82243
H 2.37981 2.77370 3.66284
H 3.62061 3.03954 4.89947
H 1.93304 2.70872 5.33936
H 4.40453 0.19754 3.19933
H 4.75137 -0.36691 4.82284
H 5.17131 1.28991 4.35640
H -0.85419 4.53235 2.66328
H -2.56085 5.67713 1.22650
H -3.37338 4.39714 -0.80956
H -5.95025 -2.04407 -1.99573
H -5.07534 -4.24909 -2.71197
H -2.70699 -4.75629 -2.29081
H -0.16651 -2.44372 -1.08601
H 0.41526 -4.69195 -0.34951
H -1.17673 -4.35169 0.34683
H -1.04042 -5.37417 -1.08075
H -0.75960 -4.44643 -3.31758
H 0.86993 -3.97603 -2.78589
H -0.17867 -2.79039 -3.56185
H -3.93718 0.65343 -0.51211
H -6.39244 0.02958 -2.22171
H -5.06139 1.12145 -2.65486
H -6.13189 1.53030 -1.31406
H -6.35507 -1.08480 0.11235
H -5.86927 0.41272 0.93174
H -4.87426 -1.04751 1.07804
S 1.60010 4.01108 -3.73602
C 0.97710 2.89234 -2.73900
N 0.64216 2.10153 -1.94596
C 3.41079 1.90785 -0.87511
C 2.74214 2.11349 0.49315
C 3.91136 1.96474 1.46485
C 2.22806 3.55422 0.56626
C 1.59383 1.05184 0.77927
H 4.06122 2.76700 -1.08077
H 2.70980 1.81844 -1.68689
H 4.04252 1.01476 -0.85253
H 4.68263 2.71184 1.24113
H 4.36440 0.97520 1.34286
H 3.60684 2.08829 2.49409
H 1.42996 3.71495 -0.16200
H 3.03771 4.25263 0.33546
H 1.85005 3.80182 1.56446
H 2.12452 0.09974 0.83472
C 2.26202 -2.36140 0.87376
N 3.37387 -1.96164 0.02580
C 4.70587 -2.20694 0.31727
C 5.42704 -1.78112 -0.73493
N 4.53261 -1.27509 -1.66295
C 4.86251 -0.69352 -2.95414
C 3.26485 -1.37543 -1.19150
Se 1.78484 -0.86018 -2.13602
H 2.29363 -1.84437 1.83339
H 2.29788 -3.43640 1.05006
H 1.33283 -2.10893 0.36739
H 5.01587 -2.66330 1.24348
H 6.48971 -1.79692 -0.91115
H 5.94344 -0.71191 -3.07867
H 4.49419 0.33048 -3.00482
H 4.38475 -1.25916 -3.75133
C -1.88962 0.80900 -2.08937
C -1.74244 0.64286 -3.58002
C -1.47836 1.75683 -4.39213
C -1.27551 1.63257 -5.75649
C -1.35972 0.39115 -6.37227
C -1.60980 -0.72442 -5.59099
C -1.78776 -0.60227 -4.21776
H -1.41803 2.74049 -3.95781
H -1.04038 2.51771 -6.33537
H -1.23059 0.29668 -7.44444
H -1.67477 -1.70585 -6.04708
H -1.97920 -1.49723 -3.64771
```

As for the spin multiplicity: 1. The value obtained for the HOMO energy (alpha / beta) is -0.1319 / -0.1318 hartree. The maximum force comes out at 0.03800 hartree/bohr. As for the net charge: -1. The total energy comes out at -143204.544 eV. The calculation puts the relative energy (zero: lowest compared OMol25 entry of this formula, charge and spin) at 66.8 kJ/mol. The LUMO energy (alpha / beta) is 2.18 / 2.18 eV. For the orbital gap (alpha / beta), the calculation gives 0.212 / 0.212 hartree.